Entry from the Open Molecules 2025 dataset: a 2-piece molecular cluster, C5H14 overall (wB97M-V/def2-TZVPD).

XYZ file:
```
19
Properties=species:S:1:pos:R:3:forces:R:3
C 0.880675 -0.852587 -0.927687 0.580 0.181 -0.513
C 1.587758 0.467984 -0.538612 -0.101 -0.185 0.311
C 1.084112 -1.325791 -2.378058 -1.138 0.743 -0.927
H 1.262548 -1.690428 -0.343000 -0.344 0.314 0.608
H -0.172838 -0.668802 -0.742013 -0.182 -0.579 0.049
H 2.492404 0.267017 0.029852 0.191 0.065 -0.045
H 1.152628 -2.401805 -2.510339 0.446 -0.084 0.276
H 0.950700 1.097288 0.098494 0.319 -0.347 -0.248
H 1.853728 1.084556 -1.389638 0.057 -0.033 -0.322
H 0.216018 -1.077610 -3.002253 -0.188 0.090 0.244
H 1.857878 -0.799382 -2.928812 0.649 -0.219 0.309
C -0.992479 0.697386 1.787629 1.053 0.082 -0.241
C -2.487327 0.916020 1.982922 0.437 -1.221 0.581
H -0.543698 1.415203 1.103758 -0.107 0.464 0.387
H -0.411556 0.640721 2.715629 -0.253 0.714 0.067
H -0.647859 -0.233816 1.330539 -0.973 -0.357 -0.116
H -3.031107 0.555477 1.109750 -0.203 0.166 0.132
H -2.788637 1.925131 2.245125 0.256 0.228 -0.260
H -2.740243 0.305707 2.858121 -0.498 -0.024 -0.292
```
Positions in Å, forces in eV/Å.

## Properties
frontier orbital gap	12.3001	eV
E	-198.8652	Eh
highest occupied orbital energy	-11.158	eV
energy above the lowest of the compared OMol25 structures with the same formula, charge and spin	62.8	kJ/mol
SMILES string	CCC.CC